The following is a DFT calculation (ωB97M-V/def2-TZVPD) of the ion C3HN2O4 with charge -1.

Last column: natural (NBO) charge in e.
Geometry (Å):
1 C -3.0272 0.5425 0.0538  0.57
2 C 2.9479 -0.0426 0.0234  1.00
3 C -0.8103 -0.2399 -0.0044  0.19
4 N -4.1561 0.3373 -0.0162  -0.51
5 N 0.3483 0.2469 -0.0262  -0.07
6 O 2.9683 1.1103 0.1773  -0.66
7 O 3.5972 -1.0279 -0.0758  -0.68
8 O 1.3204 -0.5867 -0.0944  -0.52
9 O -1.8436 0.8169 -0.0898  -0.49
10 H -1.3448 -1.1568 0.0522  0.16

## Properties
Kohn-Sham gap	0.334	Eh
SMILES string	N#CO/C=N/OC(=O)[O-]
relative energy (zero: lowest compared OMol25 entry of this formula, charge and spin)	86.05	kcal/mol
LUMO	3.69	eV
net charge	-1

The following is a DFT calculation (ωB97M-V/def2-TZVPD) of a cluster of 5 separate species, C6H22O8 in total.

Last column: natural (NBO) charge in e.
Geometry (Å):
1 O -32.4600 -13.1280 0.0300  -0.99
2 H -31.8250 -13.0420 0.7310  0.47
3 H -32.3710 -12.2670 -0.4360  0.49
4 O -31.8630 -10.5170 -0.5510  -0.95
5 H -31.5610 -10.4430 0.3550  0.47
6 H -31.1130 -10.7190 -1.0830  0.50
7 C -28.9490 -12.0610 -0.3620  -0.08
8 C -28.5050 -13.5120 -0.1880  -0.09
9 O -27.9070 -13.5190 1.0720  -0.73
10 O -29.6670 -11.9150 -1.5810  -0.75
11 H -28.0960 -11.3660 -0.4770  0.16
12 H -29.4920 -11.7340 0.4530  0.17
13 H -27.7970 -13.9340 -0.9370  0.17
14 H -29.2700 -14.1770 -0.1420  0.19
15 H -28.6080 -13.6230 1.7050  0.48
16 H -29.0570 -12.0740 -2.2590  0.47
17 C -30.1910 -14.4100 4.2160  -0.09
18 C -31.2110 -14.0870 3.1510  -0.10
19 O -30.7680 -12.9820 2.4410  -0.74
20 O -29.0390 -14.9860 3.6360  -0.72
21 H -30.6320 -15.1440 4.8520  0.17
22 H -29.9370 -13.5240 4.8800  0.18
23 H -32.1930 -13.8590 3.4590  0.18
24 H -31.2770 -14.8300 2.3270  0.20
25 H -30.8070 -12.2600 3.0800  0.47
26 H -29.1620 -15.9720 3.6510  0.48
27 C -30.6210 -14.5070 -3.4130  -0.08
28 C -29.3030 -15.2110 -3.8930  -0.07
29 O -28.9260 -14.9260 -5.2170  -0.72
30 O -30.8940 -14.8760 -2.0680  -0.72
31 H -31.4270 -14.7950 -4.1000  0.16
32 H -30.5220 -13.4450 -3.5100  0.16
33 H -29.2590 -16.2700 -3.7120  0.17
34 H -28.5060 -14.7470 -3.3160  0.14
35 H -28.2530 -15.5820 -5.4470  0.47
36 H -31.6400 -14.3610 -1.8200  0.49

## Properties
Kohn-Sham gap	0.368	Eh
SMILES string	OCCO.OCCO.OCCO.O.O
relative energy (zero: lowest compared OMol25 entry of this formula, charge and spin)	35.62	kcal/mol
LUMO	0.31	eV
net charge	0

The following is a DFT calculation (ωB97M-V/def2-TZVPD) of a structure of composition C31H40BrCrN4O13P2S2.

Last column: Löwdin spin population.
Geometry (Å):
1 Cr 1.7041 -1.8608 0.1533  0.97
2 C -0.5046 2.0502 4.4456  0.00
3 C -1.1433 1.6917 3.1228  0.00
4 C -2.4189 0.8899 3.2798  0.00
5 O -0.1885 0.8757 2.3862  0.00
6 P 0.2916 1.1850 0.9199  0.00
7 O 1.2562 0.1354 0.5302  0.00
8 C -1.1682 1.3533 -0.0854  0.00
9 P -0.9331 1.8121 -1.8112  0.00
10 O 0.0470 0.9623 -2.4942  0.00
11 O -0.5057 3.3272 -1.7661  0.00
12 C -1.4018 4.4330 -1.4915  0.00
13 C -1.8419 5.0442 -2.8028  0.00
14 C -0.6426 5.3927 -0.6017  0.00
15 O -2.3897 1.8923 -2.4083  0.00
16 C -3.2869 0.7920 -2.7633  0.00
17 C -2.5383 -0.3898 -3.3360  0.00
18 C -4.1494 0.4288 -1.5708  0.00
19 O 0.9065 2.6275 0.9336  0.00
20 C 2.1506 2.8237 1.7067  0.00
21 C 3.3331 2.6220 0.7871  0.00
22 C 2.0632 4.2037 2.3101  0.00
23 H -1.1949 2.6492 5.0412  0.00
24 H 0.4102 2.6271 4.2969  0.00
25 H -0.2593 1.1456 4.9981  0.00
26 H -1.3249 2.6042 2.5413  0.00
27 H -2.1943 -0.0464 3.7917  0.00
28 H -2.8738 0.6589 2.3158  0.00
29 H -3.1418 1.4485 3.8751  0.00
30 H -1.8105 2.1146 0.3683  0.00
31 H -1.6647 0.3809 -0.0243  0.00
32 H -2.2741 4.0433 -0.9553  0.00
33 H -0.9731 5.4104 -3.3506  0.00
34 H -2.5118 5.8841 -2.6137  0.00
35 H -2.3636 4.3135 -3.4178  0.00
36 H 0.2096 5.8108 -1.1388  0.00
37 H -0.2724 4.8814 0.2865  0.00
38 H -1.2933 6.2121 -0.2938  0.00
39 H -3.9115 1.2424 -3.5362  0.00
40 H -1.8677 -0.8289 -2.5984  0.00
41 H -1.9420 -0.1052 -4.2002  0.00
42 H -3.2597 -1.1537 -3.6327  0.00
43 H -3.6055 -0.1799 -0.8461  0.00
44 H -5.0018 -0.1589 -1.9124  0.00
45 H -4.5276 1.3242 -1.0781  0.00
46 H 2.1698 2.0683 2.5010  0.00
47 H 3.3017 3.3447 -0.0302  0.00
48 H 3.3454 1.6143 0.3768  0.00
49 H 4.2562 2.7639 1.3503  0.00
50 H 2.0970 4.9646 1.5286  0.00
51 H 2.9065 4.3613 2.9820  0.00
52 H 1.1422 4.3252 2.8805  0.00
53 N 0.7599 -4.7808 1.5634  0.01
54 C 1.6997 -4.8640 0.6088  0.00
55 N 2.1416 -3.8217 -0.0564  -0.01
56 C 3.0433 -4.1788 -1.0426  0.00
57 C 3.3236 -5.4925 -1.1142  0.00
58 S 2.4016 -6.3522 0.0754  0.00
59 C 3.5085 -3.0545 -1.8420  0.00
60 C 4.3905 -3.0211 -2.8566  0.00
61 S 4.5582 -1.3985 -3.4311  0.00
62 C 3.4094 -0.8682 -2.2543  0.01
63 N 2.9418 -1.8328 -1.5018  -0.01
64 N 3.0749 0.4266 -2.0987  0.00
65 H 0.5757 -3.8399 1.9230  0.00
66 H 0.6255 -5.5591 2.1840  0.00
67 H 3.9846 -6.0086 -1.7867  0.00
68 H 4.9411 -3.8321 -3.2982  0.00
69 H 3.1714 1.0204 -2.9059  0.00
70 H 2.2024 0.5766 -1.6019  0.00
71 O 3.2357 -0.3871 5.8035  0.00
72 C 2.9165 -0.6768 4.6837  0.00
73 C 3.7847 -0.5354 3.4193  0.00
74 O 4.8440 0.0446 3.3455  0.00
75 C 3.0040 -1.1991 2.3778  0.00
76 C 1.7459 -1.5641 2.8306  0.00
77 O 0.9135 -2.0830 1.9864  0.00
78 C 1.5694 -1.2757 4.2471  0.00
79 O 0.5895 -1.4239 4.9458  0.00
80 O 3.3098 -1.4377 1.1354  0.00
81 Br -2.3127 -2.3662 1.0885  0.00
82 C -2.7350 -3.0693 -0.6268  0.00
83 C -4.0635 -3.4458 -0.7931  0.00
84 C -4.4908 -3.9924 -1.9906  0.00
85 C -3.5853 -4.1785 -3.0256  0.00
86 C -2.2646 -3.8151 -2.8453  0.00
87 C -1.8088 -3.2454 -1.6541  0.00
88 C -0.3309 -2.8931 -1.6277  0.00
89 O 0.4127 -3.3273 -2.4824  0.00
90 O 0.0233 -2.1016 -0.6574  0.02
91 H -4.7559 -3.3118 0.0260  0.00
92 H -5.5271 -4.2814 -2.1061  0.00
93 H -3.9049 -4.6091 -3.9652  0.00
94 H -1.5329 -3.9565 -3.6287  0.00

## Properties
Kohn-Sham gap (spin up / spin down)	0.262 / 0.280	Eh
multiplicity	2
relative energy (zero: lowest compared OMol25 entry of this formula, charge and spin)	1.47	kcal/mol
LUMO (spin up / spin down)	-0.37 / 0.10	eV
net charge	0

The following is a DFT calculation (ωB97M-V/def2-TZVPD) of an isolated molecule of C16H17NOS.

Last column: natural (NBO) charge in e.
Geometry (Å):
1 O 1.8027 0.5972 -3.1912  -0.61
2 S -3.9224 -3.4417 3.7544  0.36
3 C 2.0236 0.5715 -2.0038  0.65
4 C -5.5926 -3.0267 4.1780  -0.38
5 C -6.3336 -2.7565 3.0659  -0.25
6 C -5.5593 -2.4687 1.9161  -0.25
7 C -4.2035 -2.8146 2.0610  -0.17
8 C 2.6925 1.9115 -0.0629  -0.02
9 C 3.6602 2.6383 0.4109  -0.22
10 C 1.3688 -0.4549 -1.2090  -0.31
11 C -3.0947 -2.4232 1.2142  -0.20
12 C 0.0709 -0.5800 -1.3396  -0.13
13 C -3.2756 -1.6606 0.1027  -0.20
14 C -0.8460 -1.2727 -0.4438  -0.23
15 C -2.1832 -1.0933 -0.7386  -0.17
16 N 2.8567 1.5336 -1.4548  -0.46
17 C 4.8665 3.1985 -0.4311  -0.43
18 C 3.6517 2.3359 -2.4000  -0.21
19 C 5.0285 2.5404 -1.7676  -0.40
20 H -5.9593 -2.8620 5.2172  0.25
21 H -7.4319 -2.6241 3.1820  0.23
22 H -5.9246 -1.8023 1.1540  0.22
23 H 1.8949 1.4783 0.4400  0.21
24 H 3.6901 2.7336 1.4787  0.21
25 H 1.8588 -0.8419 -0.3768  0.20
26 H -2.1471 -2.7608 1.5459  0.21
27 H -0.4178 -0.0302 -2.1419  0.21
28 H -4.2653 -1.2506 -0.1553  0.20
29 H -0.3351 -1.9750 0.2593  0.22
30 H -2.5391 -0.4751 -1.5509  0.21
31 H 5.7632 3.1523 0.0799  0.21
32 H 4.6328 4.2737 -0.6001  0.21
33 H 3.9085 1.7733 -3.2965  0.23
34 H 3.1467 3.2710 -2.7564  0.20
35 H 5.4239 1.4894 -1.7105  0.20
36 H 5.6898 3.1165 -2.4294  0.21

## Properties
Kohn-Sham gap	0.258	Eh
SMILES string	O=C(/C=C/C=C/C=C/c1cccs1)N1C=CCCC1
relative energy (zero: lowest compared OMol25 entry of this formula, charge and spin)	105.90	kcal/mol
LUMO	-0.61	eV
net charge	0

For each record above, in turn, the calculated max |F| values are 3.71, 3.99, 0.82, 4.32 eV/Å.